(1)
DFT (ωB97M-V/def2-TZVPD) results for C2H9N2OP as an isolated structure.

Each line ends with the Mulliken charge.
Cartesian coordinates (Å):
C 1.11274 -1.15669 0.93947  -0.678
C -0.45117 0.86680 -1.87286  -0.725
N 0.08241 -0.91194 1.85049  -0.620
N -1.18546 0.49961 -0.72807  -0.138
O 0.15678 2.10867 0.71178  -0.558
P -0.82223 1.00415 0.76641  0.422
H 0.84183 -1.82868 0.00650  0.189
H 1.58025 -0.31655 0.47873  0.293
H 1.89875 -1.63702 1.44234  0.414
H 0.48441 1.16968 -1.48517  0.286
H -0.36525 -0.02065 -2.51377  0.293
H -0.79590 1.68079 -2.49767  0.295
H 0.21616 -0.60294 2.75258  0.269
H -1.96750 -0.05060 -0.77352  0.199
H -1.90621 1.57793 1.41881  0.060

Values from the calculation:
Relative energy (zero: lowest compared OMol25 entry of this formula, charge and spin)   70.6 kcal per mole
Gap between HOMO and LUMO   0.33366 Eh
Lowest unoccupied orbital energy   0.016 hartree
Net charge   0

(2)
DFT (ωB97M-V/def2-TZVPD) results for a single C2H9N2OP3 molecule.

Each line ends with the Mulliken charge.
Cartesian coordinates (Å):
C -0.66164 0.64362 -1.60486  -1.346
P -0.30683 -0.43093 -0.14447  0.876
C 1.20324 0.43488 0.49219  -1.263
N -1.45821 0.17347 0.95360  -0.735
P -0.36342 -2.39965 -0.74662  0.008
N -0.05968 -2.90573 1.25605  -0.339
P 0.24629 -1.88066 2.51725  0.174
O 0.58992 -2.62378 3.70695  -0.542
H -1.62862 1.06361 -1.46084  0.386
H 0.04169 1.45564 -1.64466  0.300
H -0.73765 0.17912 -2.47907  0.462
H 1.97049 -0.07280 1.05213  0.400
H 1.75041 0.84967 -0.44547  0.332
H 0.84808 1.14352 1.10909  0.448
H -2.20454 0.48571 0.34223  0.280
H -1.80276 -0.65657 1.58797  0.318
H 0.09295 -3.90791 1.21910  0.239

Values from the calculation:
Structure (SMILES)   CP(C)(N)=PNP=O
Relative energy (zero: lowest compared OMol25 entry of this formula, charge and spin)   30.7 kcal per mole
Gap between HOMO and LUMO   0.29504 Eh
Lowest unoccupied orbital energy   0.011 hartree
Net charge   0

(3)
DFT (ωB97M-V/def2-TZVPD) results for a single C2H9N2P molecule.

Each line ends with the Mulliken charge.
Cartesian coordinates (Å):
C 1.42546 -0.64734 0.23805  -0.758
N 0.70539 -0.39669 -1.00516  -0.343
N -0.64126 0.36004 -0.68194  -0.237
C -0.36675 1.60014 0.10806  -0.871
P -1.88839 -0.45695 0.12388  -0.020
H 0.73429 -0.69757 1.10896  0.230
H 2.00060 -1.55273 0.11079  0.329
H 2.02590 0.18244 0.37257  0.281
H 0.40275 -1.38661 -1.36771  0.303
H 0.32993 2.23878 -0.55516  0.261
H -1.35817 2.13509 0.13907  0.377
H -0.09025 1.35563 1.16354  0.364
H -1.07277 -1.36672 1.10092  0.036
H -2.20673 -1.36750 -0.85588  0.048

Values from the calculation:
Structure (SMILES)   CNN(C)P
Relative energy (zero: lowest compared OMol25 entry of this formula, charge and spin)   58.0 kcal per mole
Gap between HOMO and LUMO   0.36208 Eh
Lowest unoccupied orbital energy   0.038 hartree
Net charge   0

(4)
DFT (ωB97M-V/def2-TZVPD) results for a 2-piece molecular cluster, C2H9N2S overall.

Each line ends with the Mulliken charge.
Cartesian coordinates (Å):
C -2.55256 0.50119 -0.01199  -0.797
S -1.25756 1.60454 0.61058  -0.722
H -3.57995 0.63981 0.27036  0.273
H -2.26277 -0.55323 0.13790  0.189
H -2.52000 0.56562 -1.10600  0.180
N 1.15529 -0.70755 0.67240  -0.277
C 1.66199 -1.59305 -0.30562  -0.409
N 2.32865 -1.12185 -1.54904  -0.696
H 1.55570 -0.41324 1.54164  0.138
H 0.23912 -0.26314 0.54557  0.008
H 0.87787 -2.28906 -0.64563  0.265
H 2.32800 -2.21687 0.31768  0.308
H 2.74837 -0.22071 -1.33636  0.263
H 1.53309 -0.88074 -2.13813  0.277

Values from the calculation:
Relative energy (zero: lowest compared OMol25 entry of this formula, charge and spin)   22.2 kcal per mole
Gap between HOMO and LUMO   0.23629 Eh
Lowest unoccupied orbital energy   0.151 hartree
Net charge   -1

(5)
DFT (ωB97M-V/def2-TZVPD) results for a 2-piece molecular cluster, C2H9N2S overall.

Each line ends with the Mulliken charge.
Cartesian coordinates (Å):
C 1.56561 -2.17895 -0.37756  -0.829
S 0.21073 -1.50572 0.63528  -0.108
H 1.19906 -2.66148 -1.18497  0.338
H 2.06224 -2.95581 0.13555  0.320
H 2.20583 -1.47920 -0.95741  0.309
N -1.93416 1.36600 -0.08820  -0.609
C -0.77177 2.01897 -0.58009  -0.432
N 0.58850 1.89359 0.05973  -0.550
H -1.47559 0.46803 0.15123  0.238
H -2.39471 1.16802 -0.98400  0.279
H -0.98568 3.11486 -0.77952  0.342
H -0.59840 1.73025 -1.65532  0.303
H 0.84091 0.89319 0.03295  0.087
H 0.43125 1.95642 1.02215  0.313

Values from the calculation:
Multiplicity   2
Relative energy (zero: lowest compared OMol25 entry of this formula, charge and spin)   24.4 kcal per mole
Gap between HOMO and LUMO (alpha / beta)   0.36979 / 0.24707 Eh
Lowest unoccupied orbital energy (alpha / beta)   0.027 / -0.090 hartree
<S²>   0.75
Net charge   0

(6)
DFT (ωB97M-V/def2-TZVPD) results for an isolated ion of composition C2H9N2S and charge +1.

Each line ends with the Mulliken charge.
Cartesian coordinates (Å):
C -1.26230 -1.22106 0.09221  -0.965
C -0.57397 0.02294 0.61398  -0.121
N 1.90294 0.86608 -0.44075  -0.497
N -0.83096 1.04526 -0.25666  -0.421
S 1.55529 -0.55194 0.57240  0.057
H -2.31824 -0.90406 0.38687  0.314
H -1.06567 -1.24451 -0.99010  0.365
H -1.08207 -2.09576 0.66244  0.394
H -0.50169 0.32809 1.59596  0.545
H 1.53973 0.58130 -1.39012  0.277
H -0.41391 1.90622 -0.14159  0.279
H -0.92048 0.86869 -1.23646  0.230
H 2.87907 1.15832 -0.35506  0.292
H 2.08642 -0.08086 1.71072  0.251

Values from the calculation:
Relative energy (zero: lowest compared OMol25 entry of this formula, charge and spin)   53.8 kcal per mole
Gap between HOMO and LUMO   0.36876 Eh
Lowest unoccupied orbital energy   -0.152 hartree
Net charge   +1

(7)
DFT (ωB97M-V/def2-TZVPD) results for a 2-piece molecular cluster, C2H9N2Si overall.

Each line ends with the Mulliken charge.
Cartesian coordinates (Å):
C -0.78128 -1.32970 0.08970  -0.644
C -1.43623 1.21805 0.20715  -0.759
N 0.70088 0.50231 0.05138  -0.402
N -0.50403 0.10643 0.24621  0.357
Si 2.30270 -0.15649 -0.01636  0.452
H -1.29341 -1.79520 0.95410  0.277
H -1.44690 -1.46124 -0.77336  0.306
H 0.24969 -1.68732 -0.10567  0.214
H -1.66951 1.45916 1.22759  0.264
H -0.97000 1.99617 -0.35083  0.348
H -2.37610 0.91811 -0.28015  0.311
H 1.04846 1.18827 -1.16375  0.242
H 3.30664 0.02845 -1.04598  0.040
H 2.86908 -0.98701 0.95997  -0.007

Values from the calculation:
Relative energy (zero: lowest compared OMol25 entry of this formula, charge and spin)   77.3 kcal per mole
Gap between HOMO and LUMO   0.26172 Eh
Lowest unoccupied orbital energy   -0.218 hartree
Net charge   +1

(8)
DFT (ωB97M-V/def2-TZVPD) results for a 2-piece molecular cluster, C2H9N3 overall.

Each line ends with the Mulliken charge.
Cartesian coordinates (Å):
C 1.32463 -0.48966 0.35238  -0.946
C -1.47076 -0.33694 -1.32766  -0.569
N 0.29054 0.53654 0.35130  0.111
N -1.86878 -0.75348 -0.09360  -0.495
N 0.68254 1.58028 1.11397  -0.624
H -1.36486 -1.60409 0.16512  0.238
H 1.34857 1.43797 1.86940  0.234
H -0.05166 2.24530 1.31171  0.217
H 1.04854 -1.26887 -0.35656  0.300
H 2.30620 -0.08371 0.07242  0.335
H 1.41327 -0.94890 1.34527  0.336
H -1.04717 -1.06221 -2.03721  0.233
H -2.15279 0.37109 -1.80894  0.332
H -0.45828 0.37668 -0.95760  0.297

Values from the calculation:
Relative energy (zero: lowest compared OMol25 entry of this formula, charge and spin)   120.8 kcal per mole
Gap between HOMO and LUMO (alpha / beta)   0.30027 / 0.32829 Eh
Lowest unoccupied orbital energy (alpha / beta)   0.018 / 0.029 hartree
Net charge   0

(9)
DFT (ωB97M-V/def2-TZVPD) results for C2H9N3 as an isolated structure.

Each line ends with the Mulliken charge.
Cartesian coordinates (Å):
N 1.37497 0.72751 0.24065  -0.590
N 0.86385 1.00660 1.54021  -0.526
H -0.16366 1.08560 1.49156  0.228
H 1.52089 1.62953 -0.20729  0.225
H 1.27064 -0.47166 -0.29913  0.432
H 1.06080 0.20069 2.12651  0.239
N 0.24638 -1.28238 -0.91252  -0.549
C -0.59386 -0.09068 -0.87939  0.254
C -1.63966 0.00770 -0.02948  -1.139
H -0.04986 -1.99007 -0.24976  0.234
H 0.65498 -1.54689 -1.79944  0.268
H -0.48404 0.53497 -1.75552  0.301
H -2.30012 0.85735 -0.07185  0.301
H -1.76130 -0.66827 0.80546  0.322

Values from the calculation:
Relative energy (zero: lowest compared OMol25 entry of this formula, charge and spin)   94.9 kcal per mole
Gap between HOMO and LUMO   0.29081 Eh
Lowest unoccupied orbital energy   0.032 hartree
Net charge   0

(10)
DFT (ωB97M-V/def2-TZVPD) results for a 2-piece molecular cluster, C2H9N3 overall.

Each line ends with the Mulliken charge.
Cartesian coordinates (Å):
H 0.67914 -1.26979 -1.70316  0.249
N -0.11610 -0.84884 -1.15733  -0.553
N 0.12038 0.20962 -0.48164  0.097
C -0.88930 0.89709 0.18315  -0.424
C -2.21345 0.16255 0.30105  -1.014
H -1.06769 1.83448 -0.15691  0.318
H -0.39674 1.17849 1.25496  0.243
H -2.95146 0.79002 0.71804  0.385
H -2.55742 0.00034 -0.69161  0.302
H -2.07130 -0.79086 0.82912  0.307
N 3.08789 -0.33666 0.22478  -0.695
H 2.11518 -0.17258 -0.09091  0.322
H 3.51807 -1.07484 -0.41355  0.233
H 2.74281 -0.57902 1.18400  0.231

Values from the calculation:
Structure (SMILES)   [H]/N=N/CC.N
Relative energy (zero: lowest compared OMol25 entry of this formula, charge and spin)   66.2 kcal per mole
Gap between HOMO and LUMO   0.35225 Eh
Lowest unoccupied orbital energy   0.019 hartree
Net charge   0